Here is 6 unconnected molecules or ions with the total composition C46H56ClF26N2O12S in a non-equilibrium geometry from OMol25. Energies are from wB97M-V/def2-TZVPD.

Last column: Löwdin charge in e.
Atoms and positions in Å:
C 0.98017 -6.70292 1.40858  -0.128
C -0.49982 -6.11431 1.46435  -0.249
C -0.88529 -5.17657 0.19364  -0.564
Cl -0.72891 -6.23292 -1.27514  0.711
C -0.11027 -3.78967 0.17652  -0.185
N -0.79381 -2.63664 0.83308  -0.050
C -1.77695 -2.78991 1.94907  -0.053
C -3.25250 -2.41515 1.46960  -0.012
C -3.77663 -0.99344 1.96135  -0.307
F -5.17491 -1.17697 2.20457  0.060
F -3.24501 -0.57258 3.18964  0.097
C -3.69485 0.09827 0.79908  -0.211
F -4.63401 -0.32652 -0.17908  0.096
F -2.42658 -0.01900 0.19135  0.079
C -4.08396 1.58930 1.21235  -0.203
F -4.83536 1.64938 2.41284  0.113
F -4.99973 2.04975 0.23037  0.103
C -2.85098 2.57271 1.43367  -0.206
F -3.38982 3.71969 2.06906  0.113
F -2.03255 1.97676 2.41351  0.105
C -2.07853 3.04257 0.12224  -0.206
F -2.30855 4.44207 0.01851  0.102
F -2.54483 2.49903 -1.08084  0.115
C -0.49999 2.86931 0.14627  -0.198
F -0.01499 3.65657 1.21124  0.120
F -0.06698 1.54626 0.43446  0.072
C 0.28303 3.31132 -1.16792  -0.212
F -0.41916 4.10835 -2.06310  0.120
F 1.38896 4.08795 -0.73358  0.104
C 0.93432 2.09890 -2.00130  -0.342
F 1.37329 2.67783 -3.21309  0.107
F 0.02629 1.10844 -2.36197  0.118
F 2.10221 1.59497 -1.40460  0.111
C 0.31805 -1.60539 0.98597  -0.220
C 1.34290 -1.75134 2.18665  -0.173
S 0.95001 -0.73615 3.67269  0.769
O 0.17428 -1.51878 4.71379  -0.389
O 0.29614 0.57967 3.38414  -0.376
C 0.86385 -1.67653 -0.54225  -0.055
C 0.58596 -3.19719 -1.15236  -0.279
C 2.08361 -3.61923 -1.52806  -0.098
C 2.44634 -5.15751 -1.40812  -0.243
N 2.56569 -6.02784 -2.37057  0.104
C -0.30031 -2.79281 -2.42308  -0.110
C -0.39644 -3.87276 -3.58996  -0.096
C -0.43918 -3.25507 -5.05789  -0.285
F -1.13477 -2.01759 -4.95454  0.053
F 0.89380 -2.91865 -5.42517  0.069
C -1.20182 -4.13189 -6.14488  -0.236
F -2.12268 -5.05124 -5.63319  0.109
F -1.96591 -3.22007 -6.92706  0.090
C -0.27883 -4.90974 -7.18617  -0.207
F 0.49042 -4.04766 -7.99923  0.109
F -1.17664 -5.53426 -8.09414  0.092
C 0.61346 -6.08892 -6.57775  -0.342
F 1.95306 -5.78834 -6.84166  0.121
F 0.35302 -6.40331 -5.24954  0.121
F 0.35381 -7.26734 -7.30974  0.110
H 1.33757 -7.03029 0.38653  0.052
H 1.71157 -5.96911 1.90846  0.084
H 0.99955 -7.63299 2.07185  0.097
H -1.21643 -7.00225 1.39898  0.119
H -0.61190 -5.58270 2.45939  0.108
H -2.01229 -4.98142 0.32626  0.110
H 0.82472 -4.04250 0.80285  0.152
H -1.32233 -2.22555 0.03196  0.147
H -1.39265 -2.13423 2.81347  0.134
H -1.84393 -3.83587 2.39825  0.140
H -3.42600 -2.47972 0.34643  0.143
H -3.96962 -3.18478 1.92915  0.158
H -0.28967 -0.68842 1.28442  0.125
H 2.38500 -1.49724 1.81950  0.131
H 1.36879 -2.84418 2.52732  0.127
H 2.17929 -0.43030 4.28725  0.116
H 0.16531 -0.88357 -1.00499  0.104
H 1.87311 -1.20601 -0.74302  0.135
H 2.28254 -3.31001 -2.61256  0.140
H 2.88765 -3.07277 -0.91496  0.129
H 2.70360 -5.53889 -0.35746  0.103
H 2.34368 -5.52665 -3.24630  0.034
H 0.21220 -1.87736 -2.89070  0.135
H -1.36869 -2.55048 -2.08166  0.139
H -1.31510 -4.52148 -3.36010  0.107
H 0.49742 -4.56708 -3.55757  0.087
O -3.18787 9.78975 -3.56324  0.127
C -3.08224 8.60987 -3.37020  -0.479
O -1.95662 8.01673 -2.88540  0.032
C -2.13127 6.59563 -2.88155  -0.177
C -3.62765 6.37785 -2.87817  -0.167
C -4.13235 7.57140 -3.66354  -0.078
H -1.65294 6.18301 -3.77526  0.129
H -1.65497 6.17032 -1.99787  0.100
H -3.92393 5.41640 -3.30106  0.118
H -4.00710 6.42618 -1.85276  0.120
H -4.14853 7.37520 -4.73797  0.136
H -5.11255 7.89624 -3.31709  0.131
O 7.39101 5.42940 -4.10235  0.126
C 6.23368 5.14410 -3.95661  -0.470
O 5.80305 4.01771 -3.32117  0.027
C 4.37787 3.93210 -3.42115  -0.180
C 3.91010 5.34665 -3.67940  -0.163
C 5.05946 5.93031 -4.47482  -0.086
H 4.12586 3.25434 -4.24257  0.127
H 3.96871 3.52958 -2.49265  0.106
H 2.94975 5.39541 -4.19557  0.117
H 3.81023 5.88326 -2.73045  0.122
H 4.94983 5.74398 -5.54541  0.125
H 5.18283 6.99385 -4.28033  0.124
O 2.09706 -4.60252 5.86978  0.080
C 1.97238 -4.07861 6.94925  -0.486
O 2.99851 -3.54570 7.66123  0.028
C 2.51416 -3.10921 8.93974  -0.149
C 1.02901 -2.91011 8.75459  -0.171
C 0.68486 -3.95994 7.72132  -0.083
H 2.74087 -3.88160 9.68027  0.132
H 3.01871 -2.18567 9.22765  0.126
H 0.46325 -3.00520 9.68178  0.083
H 0.83732 -1.91339 8.34251  0.124
H 0.45482 -4.92370 8.18137  0.132
H -0.13121 -3.63599 7.07605  0.123
O -0.83170 -4.16359 10.32828  0.088
C -1.99983 -3.91337 10.48380  -0.447
O -2.77225 -3.29815 9.55096  0.034
C -4.07597 -3.05502 10.09708  -0.159
C -4.22416 -4.04691 11.22791  -0.160
C -2.80081 -4.18386 11.72896  -0.073
H -4.12067 -2.01873 10.44400  0.131
H -4.83081 -3.20085 9.32326  0.127
H -4.93051 -3.72421 11.99379  0.122
H -4.56900 -5.00828 10.83538  0.123
H -2.55822 -3.42793 12.47942  0.139
H -2.60326 -5.18401 12.11262  0.132
O 4.78525 7.34601 -7.55913  0.121
C 4.23305 8.30195 -7.08372  -0.474
O 3.62444 8.29802 -5.86630  0.002
C 2.97427 9.55888 -5.65566  -0.157
C 3.67865 10.52844 -6.57740  -0.161
C 4.06868 9.64415 -7.74451  -0.077
H 1.91351 9.44910 -5.89927  0.129
H 3.06774 9.84937 -4.60823  0.128
H 3.05933 11.38082 -6.85976  0.121
H 4.58035 10.91341 -6.09167  0.123
H 3.27293 9.57872 -8.49001  0.136
H 5.00040 9.97138 -8.20409  0.132

E: -170159.481 eV
net charge: +1
HOMO level: -11.054 eV
LUMO level: -2.6320 eV

=====

Here is 8 unconnected molecules or ions with the total composition C2H20N2O8 in a non-equilibrium geometry from OMol25. Energies are from wB97M-V/def2-TZVPD.

Last column: natural (NBO) charge in e.
Atoms and positions in Å:
O 1.82874 -0.33274 0.58429  -0.669
C 0.78842 -0.72066 0.08935  0.536
N 0.68881 -1.59362 -0.93331  -0.629
C 1.83682 -2.00789 -1.73863  -0.058
N 1.49254 -2.08176 -3.14684  -0.874
H -0.20450 -0.49570 0.50882  0.138
H -0.18713 -2.04214 -1.13619  0.405
H 2.62491 -1.27469 -1.62031  0.219
H 2.14009 -3.01376 -1.45482  0.184
H 0.63430 -2.54410 -3.35490  0.362
H 1.70834 -1.38909 -3.84028  0.387
H -3.17224 0.10141 3.66099  0.488
H -3.22963 1.02672 2.37835  0.507
O -3.39286 0.14636 2.73089  -0.980
H -1.87856 0.21836 -2.55374  0.479
H -0.63742 -0.54486 -2.93403  0.461
O -1.29963 0.05072 -3.30589  -0.945
H -3.03898 -1.14949 1.51983  0.500
H -3.33525 -2.58191 1.18608  0.463
O -2.69469 -1.90369 0.99477  -0.984
H -1.68726 3.02596 1.10879  0.488
H -1.50069 1.94504 2.00742  0.475
O -2.08414 2.70923 1.93681  -0.955
H 1.66337 3.07800 2.22040  0.472
H 1.97141 1.67581 1.57679  0.503
O 1.28658 2.24026 1.95664  -0.980
H 0.03015 1.64439 -1.57611  0.476
H -0.80472 2.88045 -1.85532  0.475
O -0.74108 2.13274 -1.27547  -0.950
H 4.11524 0.08071 1.46427  0.471
H 3.16937 0.09357 2.56344  0.475
O 3.90970 0.62638 2.23788  -0.941

E: -21759.119 eV
structure (SMILES): NCNC=O.O.O.O.O.O.O.O
HOMO level: -9.931 eV
LUMO level: 0.3872 eV

=====

Here is 2 unconnected molecules or ions with the total composition C2H8N3O in a non-equilibrium geometry from OMol25. Energies are from wB97M-V/def2-TZVPD.

Last column: natural (NBO) charge in e.
Atoms and positions in Å:
C 1.96098 0.26502 -0.10108  0.538
C -1.65583 -0.57487 -0.69283  0.440
N 2.55348 0.93758 0.90771  -0.792
N -1.85058 0.70773 -0.51701  -0.697
N -1.81495 -1.51744 0.20663  -0.653
O 0.77710 -0.13072 -0.07465  -0.721
H -1.11611 -0.78468 -1.57317  0.232
H 3.45292 1.35557 0.83731  0.419
H 2.00971 1.05196 1.83116  0.418
H -1.67215 1.14845 0.33182  0.423
H -1.50160 1.16341 -1.32607  0.416
H -1.57992 -2.34145 -0.03943  0.403
H 2.55633 0.00419 -0.94529  0.147
H -2.11941 -1.28474 1.15488  0.425

E: -8715.150 eV
net charge: +1
HOMO level: -14.122 eV
LUMO level: -3.4477 eV